1.
ORCA calculation (ωB97M-V/def2-TZVPD) on a cluster of 2 separate species, C4H14N2O in total.

ORCA input file:
```
! RIJCOSX wB97M-V def2-TZVPD def2/J DEFGRID3
* xyz 1 2
C 0.5538 -0.3938 -3.2577
N -0.0464 -1.0440 -2.1077
C -1.0377 -0.2239 -1.4272
C -0.5418 0.0254 0.0281
N -0.8711 -0.9489 1.0335
C -0.1731 -0.8411 2.3101
H 0.7893 0.6539 -2.9664
H 1.4975 -0.8753 -3.5132
H -0.0799 -0.1504 -4.1314
H -0.3485 -2.0043 -2.1702
H -2.0277 -0.7321 -1.3474
H -1.1320 0.7709 -1.8612
H -0.9570 1.0270 0.3060
H 0.5149 0.2181 -0.1186
H -1.8645 -1.2173 0.9714
H -0.4108 -1.7647 2.8631
H -0.4508 0.0408 2.8810
H 0.9042 -0.9579 2.1787
H 1.5882 3.1090 2.8284
H 2.1930 2.9271 4.1204
O 1.9006 2.3815 3.3803
*
```

Results
E_HOMO (alpha / beta) = -13.65 / -12.71 eV
energy relative to the best compared isomer or geometry (same formula, charge and spin) = 100.0 kJ/mol
E_LUMO (alpha / beta) = -0.0992 / -0.2819 Eh
frontier orbital gap (alpha / beta) = 10.95 / 5.04 eV

Need the Löwdin charges? In units of e they are: number 1, C, carries -0.10; number 2, N, carries -0.07; number 3, C, carries -0.18; number 4, C, carries -0.17; number 5, N, carries 0.06; number 6, C, carries -0.03; number 7, H, carries 0.09; number 8, H, carries 0.09; number 9, H, carries 0.10; number 10, H, carries 0.13; number 11, H, carries 0.14; number 12, H, carries 0.12; number 13, H, carries 0.17; number 14, H, carries 0.14; number 15, H, carries 0.17; number 16, H, carries 0.11; number 17, H, carries 0.11; number 18, H, carries 0.11; number 19, H, carries 0.03; number 20, H, carries 0.04; number 21, O, carries -0.07

---

2.
ORCA calculation (ωB97M-V/def2-TZVPD) on a structure of composition C5H7N.

ORCA input file:
```
! RIJCOSX wB97M-V def2-TZVPD def2/J DEFGRID3
* xyz 0 1
N -2.8896 0.6008 0.7768
C -2.0777 0.1440 0.0936
C -0.9926 -0.4299 -0.6965
C 0.2465 -0.4286 0.1921
C 0.6285 0.8990 0.9097
C 1.5475 -0.2710 -0.4434
H -0.8211 0.1825 -1.5907
H -1.2868 -1.4272 -1.0482
H 0.2532 -1.2488 0.9127
H 0.8525 0.9402 2.0038
H 0.5784 1.9601 0.6015
H 1.5709 0.0045 -1.5148
H 2.3902 -0.9256 -0.1964
*
```

Results
E_HOMO = -9.00 eV
energy relative to the best compared isomer or geometry (same formula, charge and spin) = 302.5 kJ/mol
E_LUMO = 0.0286 Eh
frontier orbital gap = 9.78 eV

Need the Löwdin charges? In units of e they are: number 1, N, carries 0.15; number 2, C, carries -0.24; number 3, C, carries -0.15; number 4, C, carries -0.48; number 5, C, carries 0.05; number 6, C, carries 0.00; number 7, H, carries 0.12; number 8, H, carries 0.13; number 9, H, carries 0.14; number 10, H, carries 0.07; number 11, H, carries 0.07; number 12, H, carries 0.08; number 13, H, carries 0.07

---

3.
ORCA calculation (ωB97M-V/def2-TZVPD) on the molecule C3H3N3S.

ORCA input file:
```
! RIJCOSX wB97M-V def2-TZVPD def2/J DEFGRID3
* xyz 0 1
S -2.7658 -0.3004 0.0081
C -1.3613 0.6794 -0.0036
C -0.0846 0.2298 -0.0543
N 1.0443 1.0068 -0.0262
C 1.9877 0.1068 0.0240
N 1.5201 -1.2224 0.0111
N 0.2436 -1.1509 -0.0552
H -2.1052 -1.4635 0.0017
H -1.5092 1.7393 -0.0167
H 3.0305 0.3752 0.1111
*
```

Results
SMILES string = S/C=C1/N=CN=N1
E_HOMO = -9.44 eV
energy relative to the best compared isomer or geometry (same formula, charge and spin) = 168.9 kJ/mol
E_LUMO = -0.0511 Eh
frontier orbital gap = 8.05 eV

Need the Löwdin charges? In units of e they are: number 1, S, carries 0.85; number 2, C, carries -0.40; number 3, C, carries -0.48; number 4, N, carries 0.11; number 5, C, carries -0.19; number 6, N, carries 0.02; number 7, N, carries 0.03; number 8, H, carries -0.11; number 9, H, carries 0.07; number 10, H, carries 0.10

---

For reference, electronic energy by record: -345.205961; -249.358010; -678.514942 Eh.
For reference, max |F| by record: 2.5; 2.4; 1.0 eV/Å.